{
  "formula": "C33H37BrI2N5O2ReS",
  "method": "ωB97M-V/def2-TZVPD",
  "species": ["Re", "C", "C", "N", "C", "S", "N", "N", "C", "C", "C", "C", "C", "C", "C", "N", "H", "H", "H", "H", "H", "H", "H", "H", "H", "H", "H", "H", "H", "I", "C", "C", "C", "I", "C", "C", "C", "C", "N", "C", "C", "O", "H", "H", "H", "H", "C", "C", "C", "C", "C", "C", "C", "Br", "C", "O", "C", "C", "C", "C", "C", "C", "H", "H", "H", "H", "H", "H", "H", "H", "H", "H", "H", "H", "H", "H", "H", "H", "H", "H", "H", "H"],
  "positions_angstrom": [[-0.897, -0.224, 0.069], [-6.647, 0.317, 0.883], [-5.890, 1.334, 0.049], [-4.705, 1.844, 0.719], [-3.501, 1.268, 0.739], [-3.274, -0.177, -0.222], [-2.594, 1.862, 1.500], [-1.361, 1.300, 1.431], [-0.410, 1.786, 2.172], [-0.578, 2.941, 3.097], [0.875, 1.073, 2.074], [1.962, 1.363, 2.888], [3.096, 0.571, 2.805], [3.115, -0.499, 1.924], [2.011, -0.720, 1.122], [0.929, 0.058, 1.179], [-7.524, -0.027, 0.341], [-6.978, 0.751, 1.824], [-6.022, -0.548, 1.101], [-6.517, 2.199, -0.175], [-5.580, 0.908, -0.907], [-4.801, 2.642, 1.331], [-1.579, 3.352, 3.005], [0.153, 3.716, 2.866], [-0.415, 2.630, 4.130], [1.911, 2.188, 3.580], [3.950, 0.782, 3.431], [3.972, -1.149, 1.841], [1.980, -1.527, 0.402], [-0.965, -4.035, -3.452], [-1.302, -4.096, -1.412], [-1.679, -5.303, -0.783], [-1.889, -5.380, 0.569], [-2.430, -7.207, 1.405], [-1.740, -4.218, 1.379], [-1.901, -4.147, 2.777], [-1.714, -2.959, 3.434], [-1.382, -1.814, 2.703], [-1.226, -1.845, 1.395], [-1.382, -3.026, 0.727], [-1.145, -2.953, -0.667], [-0.758, -1.784, -1.161], [-1.799, -6.185, -1.396], [-2.169, -5.039, 3.324], [-1.828, -2.889, 4.504], [-1.260, -0.855, 3.189], [2.250, 4.349, -5.987], [1.781, 2.900, -6.169], [0.693, 2.848, -7.247], [2.971, 2.063, -6.637], [1.199, 2.392, -4.855], [1.673, 1.267, -4.198], [1.084, 0.868, -3.009], [1.839, -0.657, -2.166], [0.012, 1.537, -2.437], [-0.512, 1.111, -1.277], [-0.472, 2.699, -3.076], [0.138, 3.077, -4.261], [-1.637, 3.515, -2.515], [-2.905, 2.655, -2.568], [-1.915, 4.785, -3.325], [-1.332, 3.963, -1.082], [2.682, 4.718, -6.916], [3.007, 4.418, -5.207], [1.426, 5.009, -5.719], [1.088, 3.209, -8.195], [-0.163, 3.468, -6.982], [0.339, 1.827, -7.392], [3.359, 2.474, -7.568], [2.688, 1.029, -6.829], [3.782, 2.070, -5.910], [2.497, 0.690, -4.582], [-0.224, 3.963, -4.757], [-3.159, 2.426, -3.603], [-3.745, 3.194, -2.125], [-2.776, 1.716, -2.038], [-2.226, 4.567, -4.346], [-1.053, 5.450, -3.357], [-2.732, 5.326, -2.848], [-1.118, 3.127, -0.422], [-2.185, 4.509, -0.680], [-0.472, 4.634, -1.074]],
  "mulliken_charge": [0.55, -1.08, -0.63, -0.08, 0.36, -0.50, -1.63, 1.16, 1.26, -2.16, 0.63, -1.13, -0.47, -1.13, -0.27, -0.11, 0.39, 0.34, 0.26, 0.49, 0.34, 0.28, 0.40, 0.40, 0.46, 0.55, 0.45, 0.47, 0.72, 0.11, -0.38, -0.30, -0.23, 0.12, 0.28, -0.47, -1.29, 0.16, 0.08, 0.35, 0.31, -0.42, 0.38, 0.26, 0.44, 0.50, -1.60, 1.87, -1.58, -2.19, -0.45, 0.33, -0.44, -0.08, 0.76, 1.02, -1.45, -0.25, 2.64, -1.33, -2.54, -1.62, 0.47, 0.36, 0.33, 0.47, 0.31, 0.36, 0.43, 0.41, 0.42, 0.59, 0.39, 0.44, 0.42, 0.01, 0.43, 0.46, 0.48, 0.10, 0.46, 0.37],
  "spin_multiplicity": 4,
  "homo_energy_ev": [-10.05, -10.29],
  "total_charge": 1,
  "s2": 3.784,
  "e_above_lowest_kcal_mol": 0.0,
  "orbital_gap_ev": [6.4457, 6.1040]
}

{
  "formula": "C34H36EuN5O3",
  "method": "ωB97M-V/def2-TZVPD",
  "species": ["Eu", "C", "N", "C", "C", "C", "N", "C", "C", "C", "C", "C", "C", "C", "O", "C", "C", "C", "N", "C", "C", "C", "C", "C", "C", "C", "O", "H", "H", "H", "H", "H", "H", "H", "H", "H", "H", "H", "H", "H", "H", "H", "H", "H", "H", "H", "H", "H", "H", "H", "H", "H", "O", "C", "C", "C", "C", "C", "C", "N", "H", "H", "H", "H", "H", "H", "H", "N", "C", "C", "C", "C", "C", "C", "C", "H", "H", "H", "H"],
  "positions_angstrom": [[-0.131, 0.008, -0.168], [0.904, 2.356, 2.429], [-0.047, 1.262, 2.656], [0.517, 0.311, 3.632], [1.188, -0.913, 3.006], [2.509, -0.651, 2.283], [2.296, 0.109, 1.065], [3.318, 0.305, 0.310], [3.300, 0.986, -0.947], [4.485, 1.032, -1.699], [4.535, 1.619, -2.938], [3.376, 2.182, -3.479], [2.206, 2.177, -2.767], [2.111, 1.593, -1.475], [1.013, 1.665, -0.813], [-1.284, 1.843, 3.201], [-2.525, 1.005, 2.906], [-2.943, 1.083, 1.424], [-2.548, -0.107, 0.682], [-3.412, -1.072, 0.692], [-3.321, -2.319, 0.018], [-4.230, -3.331, 0.381], [-4.169, -4.580, -0.173], [-3.217, -4.845, -1.166], [-2.360, -3.868, -1.591], [-2.351, -2.573, -1.008], [-1.528, -1.671, -1.406], [1.022, 2.983, 3.327], [0.551, 2.968, 1.603], [1.872, 1.954, 2.150], [-0.297, -0.069, 4.256], [1.228, 0.828, 4.294], [0.489, -1.354, 2.281], [1.371, -1.646, 3.797], [2.964, -1.620, 2.032], [3.200, -0.125, 2.957], [4.299, -0.097, 0.603], [5.375, 0.586, -1.277], [5.460, 1.647, -3.493], [3.407, 2.637, -4.460], [1.304, 2.617, -3.173], [-1.435, 2.829, 2.756], [-1.193, 1.984, 4.289], [-3.343, 1.379, 3.524], [-2.354, -0.041, 3.178], [-2.460, 1.949, 0.953], [-4.036, 1.206, 1.368], [-4.338, -0.944, 1.276], [-4.966, -3.105, 1.142], [-4.843, -5.357, 0.149], [-3.177, -5.830, -1.608], [-1.634, -4.066, -2.365], [-1.507, 0.743, -2.223], [-2.614, 1.627, -2.228], [-2.021, 3.002, -2.047], [-2.077, 3.966, -3.047], [-1.328, 5.122, -2.905], [-0.564, 5.277, -1.760], [-0.628, 4.286, -0.790], [-1.335, 3.174, -0.918], [-1.820, -0.193, -2.137], [-3.315, 1.400, -1.411], [-3.160, 1.564, -3.181], [-2.670, 3.803, -3.935], [-1.327, 5.875, -3.681], [0.064, 6.144, -1.625], [-0.079, 4.405, 0.134], [4.498, -6.355, 0.170], [3.766, -5.485, 0.002], [2.866, -4.417, -0.175], [3.130, -3.400, -1.093], [2.286, -2.308, -1.174], [1.135, -2.138, -0.367], [0.869, -3.248, 0.471], [1.702, -4.343, 0.590], [4.005, -3.470, -1.726], [2.547, -1.535, -1.896], [-0.045, -3.267, 1.066], [1.464, -5.149, 1.271]],
  "mulliken_charge": [0.65, -0.92, 1.16, -1.49, 0.11, -1.40, 0.72, -0.76, 0.93, -0.94, -0.76, -0.60, -0.61, 0.33, 0.35, -1.38, -0.76, -0.74, 0.61, -0.41, 0.71, -0.91, -0.64, -0.41, -0.54, 0.11, -0.82, 0.50, -0.38, 0.29, 0.68, 0.31, -0.50, 0.50, 0.50, 0.52, 0.15, 0.36, 0.36, 0.42, 0.40, 0.53, 0.47, 0.44, 0.32, -0.21, 0.69, 0.15, 0.33, 0.37, 0.39, 0.41, -0.35, -0.17, 0.41, -1.01, -0.31, -0.95, -0.11, 0.19, 0.35, 0.06, 0.40, 0.39, 0.40, 0.42, 0.31, -0.64, -0.04, 0.57, -0.79, -0.65, 0.51, -0.19, -0.97, 0.44, 0.44, 0.29, 0.42],
  "spin_multiplicity": 8,
  "homo_energy_ev": [-2.35, -4.19],
  "total_charge": -1,
  "s2": 15.760,
  "e_above_lowest_kcal_mol": 18.2,
  "orbital_gap_ev": [4.7857, 6.6228]
}

{
  "formula": "C17H27O21PbS2",
  "method": "ωB97M-V/def2-TZVPD",
  "species": ["Pb", "C", "O", "H", "H", "H", "S", "O", "O", "O", "O", "S", "O", "O", "O", "O", "C", "C", "C", "O", "C", "O", "O", "H", "H", "H", "H", "H", "H", "C", "C", "C", "O", "C", "O", "O", "H", "H", "H", "H", "H", "H", "C", "C", "C", "O", "C", "O", "O", "H", "H", "H", "H", "H", "H", "C", "C", "C", "O", "C", "O", "O", "H", "H", "H", "H", "H", "H"],
  "positions_angstrom": [[13.147, -32.128, -18.992], [7.470, -30.283, -21.137], [8.461, -31.239, -21.319], [7.093, -30.153, -20.123], [7.731, -29.337, -21.613], [6.619, -30.508, -21.780], [14.518, -32.991, -24.105], [13.906, -33.909, -23.193], [15.637, -33.768, -24.579], [13.496, -32.743, -25.008], [14.706, -31.816, -23.273], [10.940, -38.076, -19.207], [10.414, -37.627, -20.461], [10.000, -38.852, -18.416], [12.016, -39.027, -19.456], [11.255, -36.835, -18.505], [15.201, -32.273, -9.048], [14.855, -31.125, -9.998], [15.820, -29.923, -9.904], [15.924, -29.584, -11.295], [15.685, -30.639, -12.075], [15.940, -30.664, -13.258], [15.063, -31.659, -11.316], [14.715, -33.244, -9.140], [14.827, -31.839, -8.121], [16.266, -32.315, -8.819], [13.822, -30.833, -9.808], [16.768, -30.205, -9.447], [15.473, -29.231, -9.137], [7.840, -22.433, -18.466], [9.332, -22.742, -18.189], [9.569, -23.158, -16.686], [10.496, -24.217, -16.710], [10.617, -24.591, -17.993], [11.331, -25.530, -18.277], [9.847, -23.844, -18.862], [7.118, -23.231, -18.637], [7.769, -21.788, -19.342], [7.509, -21.785, -17.654], [9.987, -21.872, -18.240], [8.624, -23.511, -16.273], [9.799, -22.238, -16.149], [5.389, -27.291, -12.185], [6.284, -28.474, -11.927], [5.677, -29.888, -12.205], [6.596, -30.468, -13.062], [7.503, -29.634, -13.343], [8.432, -29.785, -14.100], [7.383, -28.515, -12.621], [5.148, -27.200, -13.245], [5.756, -26.448, -11.601], [4.484, -27.316, -11.578], [6.595, -28.449, -10.882], [4.777, -29.834, -12.818], [5.382, -30.559, -11.397], [18.663, -36.624, -13.317], [19.378, -37.338, -14.468], [18.659, -38.566, -14.896], [17.779, -38.037, -15.818], [18.144, -36.830, -16.220], [17.470, -36.114, -16.894], [19.211, -36.352, -15.537], [19.080, -35.618, -13.266], [18.873, -37.195, -12.412], [17.581, -36.724, -13.397], [20.454, -37.455, -14.338], [18.130, -38.948, -14.023], [19.271, -39.327, -15.379]],
  "mulliken_charge": [0.51, -0.56, -0.75, 0.15, 0.16, 0.16, 1.20, -0.55, -0.68, -0.61, -0.65, 1.23, -0.61, -0.71, -0.69, -0.60, -1.31, 0.43, -0.47, -0.32, 0.58, -0.51, -0.35, 0.33, 0.38, 0.32, 0.27, 0.28, 0.36, -1.33, 0.46, -0.54, -0.30, 0.58, -0.51, -0.32, 0.33, 0.35, 0.37, 0.25, 0.30, 0.35, -1.35, 0.42, -0.39, -0.29, 0.67, -0.55, -0.34, 0.33, 0.35, 0.36, 0.23, 0.26, 0.29, -1.28, 0.23, -0.42, -0.30, 0.67, -0.49, -0.38, 0.35, 0.37, 0.33, 0.34, 0.28, 0.30],
  "homo_energy_ev": 1.55,
  "total_charge": -3,
  "orbital_gap_ev": 2.0833
}

{
  "formula": "C20H34BFeN14O3P2S",
  "method": "ωB97M-V/def2-TZVPD",
  "species": ["Fe", "C", "C", "N", "N", "C", "B", "N", "C", "C", "C", "N", "N", "C", "C", "C", "N", "H", "H", "H", "H", "H", "H", "H", "H", "H", "H", "C", "N", "C", "P", "O", "O", "P", "O", "N", "C", "C", "N", "C", "C", "N", "C", "C", "H", "H", "H", "H", "H", "H", "H", "H", "H", "H", "H", "H", "H", "H", "H", "H", "H", "H", "H", "H", "H", "H", "H", "H", "S", "C", "N", "N", "C", "N", "C", "N"],
  "positions_angstrom": [[0.177, -0.036, 0.721], [-1.746, -0.727, 4.554], [-0.921, -1.098, 3.491], [-0.857, -0.112, 2.604], [-1.626, 0.895, 3.061], [-2.171, 0.549, 4.236], [-1.696, 2.210, 2.269], [-2.202, 1.893, 0.842], [-3.283, 2.372, 0.215], [-3.373, 1.775, -1.029], [-2.276, 0.914, -1.084], [-1.575, 0.999, 0.046], [-0.259, 2.754, 2.154], [0.278, 3.910, 2.571], [1.626, 3.896, 2.266], [1.828, 2.659, 1.649], [0.686, 1.983, 1.589], [-1.997, -1.305, 5.425], [-0.377, -2.014, 3.321], [-2.819, 1.232, 4.758], [-2.419, 3.004, 2.798], [-3.916, 3.094, 0.703], [-4.131, 1.926, -1.777], [-1.947, 0.240, -1.858], [-0.334, 4.654, 3.053], [2.354, 4.661, 2.468], [2.733, 2.231, 1.250], [-0.023, 3.250, -1.930], [0.428, 2.122, -2.746], [-0.002, 2.167, -4.131], [1.626, 1.197, -2.140], [1.351, 0.768, -0.741], [1.833, 0.013, -3.185], [0.887, -1.337, -3.357], [-0.317, -1.159, -2.534], [1.843, -2.575, -2.926], [2.247, -2.716, -1.529], [2.555, -3.435, -3.854], [0.656, -1.362, -4.977], [1.664, -1.000, -5.957], [-0.521, -2.037, -5.514], [3.058, 1.997, -2.130], [3.493, 2.702, -3.324], [4.150, 1.528, -1.281], [-1.111, 3.314, -1.983], [0.411, 4.190, -2.285], [0.258, 3.099, -0.890], [-1.093, 2.221, -4.162], [0.306, 1.269, -4.657], [0.396, 3.046, -4.651], [1.646, -2.071, -0.890], [3.300, -2.449, -1.398], [2.098, -3.747, -1.208], [2.083, -3.421, -4.833], [2.510, -4.460, -3.482], [3.606, -3.142, -3.956], [2.557, -0.617, -5.469], [1.280, -0.231, -6.634], [1.947, -1.867, -6.562], [-1.189, -2.325, -4.706], [-0.232, -2.942, -6.057], [-1.052, -1.369, -6.196], [2.635, 3.021, -3.914], [4.132, 2.073, -3.952], [4.056, 3.593, -3.040], [3.768, 0.883, -0.492], [4.654, 2.384, -0.826], [4.884, 0.966, -1.867], [2.306, -0.684, 1.779], [2.166, -2.349, 1.954], [2.085, -3.497, 2.077], [-0.386, -4.882, -2.724], [-0.749, -4.400, -1.737], [-1.223, -3.918, -0.598], [-0.764, -2.862, -0.080], [-0.420, -1.886, 0.478]],
  "mulliken_charge": [-0.16, -1.24, -0.26, 0.72, 0.11, -0.08, -0.14, 0.09, -0.03, -1.49, -0.87, 0.79, 0.05, -0.11, -1.28, -0.34, 0.82, 0.41, 0.41, 0.45, -0.12, 0.49, 0.45, 0.77, 0.46, 0.44, 0.42, -1.02, 1.05, -0.86, -1.80, 1.76, -0.31, -0.22, -0.66, 0.92, -1.13, -1.08, 0.63, -1.17, -0.97, 0.46, -0.96, -0.90, 0.36, 0.32, 0.07, 0.27, 0.08, 0.33, -0.55, 0.31, 0.47, 0.28, 0.33, 0.29, 0.24, 0.35, 0.46, 0.25, 0.32, 0.29, 0.23, 0.30, 0.33, 0.13, 0.32, 0.33, -0.25, 0.57, -0.66, -0.60, 0.60, -0.79, 0.75, -0.23],
  "spin_multiplicity": 6,
  "homo_energy_ev": [-8.49, -8.37],
  "total_charge": 0,
  "s2": 8.760,
  "e_above_lowest_kcal_mol": 0.0,
  "orbital_gap_ev": [8.7596, 7.0454]
}

{
  "formula": "C2H6NO2P",
  "method": "ωB97M-V/def2-TZVPD",
  "species": ["C", "C", "N", "O", "O", "P", "H", "H", "H", "H", "H", "H"],
  "positions_angstrom": [[-0.638, -0.542, -0.524], [1.806, -0.256, -0.081], [0.435, 0.168, -0.106], [-0.670, -1.627, -1.065], [0.069, 1.286, 0.720], [-2.419, 0.405, -0.137], [1.888, -1.374, -0.018], [2.350, 0.110, -0.947], [2.411, 0.192, 0.690], [0.480, 2.096, 0.348], [-2.342, 0.346, 1.258], [-3.369, -0.802, -0.139]],
  "mulliken_charge": [0.38, -0.88, 0.16, -0.55, -0.45, -0.08, 0.31, 0.32, 0.33, 0.34, 0.05, 0.08],
  "homo_energy_ev": -8.95,
  "total_charge": 0,
  "smiles": "CN(O)C(=O)P",
  "e_above_lowest_kcal_mol": 78.9,
  "orbital_gap_ev": 9.4342
}